Entry 1:
DFT (ωB97M-V/def2-TZVPD) results for a molecular structure, C29H28BFN11O8Rh at a distorted geometry.

Cartesian coordinates (Å):
Rh  -0.1218  0.2958  -0.5739
C  3.0345  -1.4203  -1.6226
C  3.1059  -0.3994  -0.5507
C  4.2615  0.1244  0.0325
C  3.8159  1.0606  0.9381
N  2.4710  1.0796  0.9038
N  2.0376  0.1944  -0.0101
B  1.5563  2.1442  1.5513
N  1.0151  3.0130  0.4054
C  1.2319  4.2990  0.0808
C  0.5163  4.5839  -1.0623
C  -0.1381  3.3914  -1.3999
C  -1.0484  3.0959  -2.5189
N  0.1847  2.4635  -0.4921
N  0.3425  1.5063  2.2321
C  -0.1840  1.8460  3.4276
C  -1.3474  1.1387  3.6026
C  -1.4846  0.3670  2.4397
C  -2.5577  -0.5929  2.1328
N  -0.4587  0.6195  1.6254
N  2.3528  2.8959  2.5941
C  2.9803  2.2920  3.6480
C  3.6159  3.2667  4.3654
C  3.3144  4.4748  3.6882
C  3.7412  5.8402  4.0459
N  2.5551  4.2053  2.6310
H  4.0290  -1.6501  -1.9951
H  2.5901  -2.3395  -1.2462
H  2.4325  -1.0414  -2.4451
H  5.2732  -0.1423  -0.1921
H  4.3767  1.7032  1.5865
H  1.8631  4.9087  0.6949
H  0.4701  5.5185  -1.5784
H  -1.1829  3.9660  -3.1539
H  -0.6371  2.2730  -3.1124
H  -2.0148  2.7574  -2.1390
H  0.2942  2.5509  4.0771
H  -2.0091  1.1532  4.4435
H  -2.9034  -1.0776  3.0416
H  -3.4059  -0.0659  1.6989
H  -2.1995  -1.3362  1.4271
H  2.9318  1.2314  3.8021
H  4.2096  3.1626  5.2481
H  4.3038  5.8202  4.9754
H  4.3651  6.2616  3.2556
H  2.8728  6.4905  4.1549
O  0.0475  -0.4843  -5.0287
C  0.1043  -0.5950  -3.8270
O  0.1497  0.2526  -2.9122
C  0.1414  -2.0794  -3.2865
C  0.3066  -3.1989  -4.0898
C  0.3227  -4.4528  -3.4837
C  0.1806  -4.6106  -2.1123
C  0.0315  -3.4687  -1.3308
C  0.0134  -2.2264  -1.9320
N  -0.0986  -3.4797  0.1057
O  -0.0688  -2.4011  0.6826
O  -0.2365  -4.5408  0.6619
H  0.4165  -3.0904  -5.1586
H  0.4361  -5.3278  -4.1033
H  0.1746  -5.5890  -1.6563
H  -0.0771  -1.3353  -1.2851
F  -2.6460  -4.7978  -3.2106
C  -3.1073  -4.2477  -2.0841
C  -3.6657  -3.0174  -2.1093
N  -4.1528  -2.4380  -0.9826
C  -4.5768  -1.0912  -0.9861
C  -3.3006  -0.0441  -0.9558
O  -3.6222  1.1119  -0.8846
O  -2.2150  -0.6345  -1.0031
C  -4.0951  -3.1019  0.2612
O  -4.5622  -2.6104  1.2516
N  -3.4820  -4.3256  0.2425
C  -2.9640  -5.0237  -0.8464
O  -2.4533  -6.1042  -0.7375
H  -3.7591  -2.4589  -3.0303
H  -5.1453  -0.8714  -0.0796
H  -5.1337  -0.8428  -1.8862
H  -3.4148  -4.8046  1.1392

Forces on atoms 1 to 2 (eV/Å):
Rh 2.02 2.78 1.18
C -0.13 0.04 -0.05

- E_LUMO (spin up / spin down): -5.507 / -7.508 eV
- Largest force on an atom: 3.81 eV/A
- DFT total energy: -69692.232 eV
- Gap between HOMO and LUMO (spin up / spin down): 5.86 / 3.85 eV
- Energy above the lowest of the compared OMol25 structures with the same formula, charge and spin: 0.00 kcal per mole
- Spin multiplicity: 2
- Net charge: +1
- Highest occupied orbital energy (spin up / spin down): -11.36 / -11.36 eV

***

Entry 2:
DFT (ωB97M-V/def2-TZVPD) results for a molecular structure, C29H28BrCl3N8O4S2Zr.

Cartesian coordinates (Å):
Zr  0.1824  -0.7514  -0.0161
S  2.3634  0.8437  -0.2255
C  2.0146  1.1613  1.4303
S  1.1407  -0.1135  2.2498
C  2.2943  2.3530  2.0554
C  2.9251  3.4201  1.3480
N  3.4068  4.2934  0.7719
C  1.8826  2.6055  3.3952
N  1.5043  2.8389  4.4583
Br  5.1507  -5.7624  2.9393
C  4.2028  -4.6169  1.7672
C  4.2776  -3.2436  1.9500
C  3.5714  -2.4031  1.1081
C  2.8109  -2.9521  0.0842
C  2.7436  -4.3242  -0.1015
C  3.4441  -5.1656  0.7514
N  2.0530  -2.0938  -0.7696
C  2.2414  -2.1750  -2.0182
C  1.4683  -1.3337  -2.9302
C  1.7267  -1.3442  -4.2865
C  1.0025  -0.4913  -5.1099
C  0.0519  0.3282  -4.5428
C  -0.1614  0.2632  -3.1728
N  0.5315  -0.5415  -2.3736
H  4.8792  -2.8349  2.7497
H  3.6082  -1.3304  1.2305
H  2.1045  -4.7347  -0.8722
H  3.3821  -6.2385  0.6357
H  2.9868  -2.8431  -2.4480
H  2.4864  -2.0031  -4.6836
H  1.1833  -0.4770  -6.1763
H  -0.5526  0.9988  -5.1355
H  -0.9269  0.8671  -2.7114
Cl  0.3827  -3.4353  2.5195
C  -0.8030  -4.3186  1.5662
Cl  -2.2399  -4.6065  2.5623
Cl  -0.1308  -5.8862  1.0623
C  -1.1954  -3.5750  0.2430
O  -2.2786  -3.8036  -0.2326
O  -0.2677  -2.8180  -0.2451
C  0.6999  4.1696  -1.5528
C  -0.7724  4.0034  -1.2071
N  -1.0554  3.6692  0.1889
C  -1.3207  4.7878  1.1010
C  -0.0826  5.2959  1.8239
C  -0.9939  2.3942  0.6224
C  -1.4799  2.1012  2.0097
N  -0.5755  1.4176  -0.1408
H  0.8055  4.3780  -2.6188
H  1.2813  3.2766  -1.3163
H  1.1525  4.9919  -1.0010
H  -1.2355  3.2363  -1.8366
H  -1.3190  4.9217  -1.4222
H  -2.0884  4.4907  1.8129
H  -1.7565  5.5852  0.4989
H  0.3247  4.5473  2.5031
H  -0.3311  6.1778  2.4161
H  0.7035  5.5718  1.1210
H  -2.5224  2.4139  2.0987
H  -0.9006  2.6349  2.7631
H  -1.3969  1.0405  2.2081
H  -0.1866  1.7876  -1.0010
C  -4.1853  -1.4086  2.1345
N  -3.8017  -1.1485  0.7506
C  -4.7192  -1.2539  -0.2720
C  -4.3530  -1.1594  -1.5530
C  -2.9503  -0.9504  -1.9049
O  -2.5726  -0.8660  -3.0663
N  -2.0834  -0.8242  -0.8356
C  -2.5019  -0.9865  0.4128
O  -1.5846  -0.9855  1.3090
H  -5.1702  -0.9814  2.3109
H  -3.4624  -0.9430  2.7970
H  -4.2009  -2.4802  2.3270
H  -5.7403  -1.4166  0.0443
H  -5.0718  -1.2449  -2.3527

Forces on atoms 1 to 2 (eV/Å):
Zr -0.57 -0.21 -0.53
S 0.04 0.02 -0.03

- E_LUMO: -1.232 eV
- Largest force on an atom: 0.81 eV/A
- DFT total energy: -181205.849 eV
- Gap between HOMO and LUMO: 6.89 eV
- Energy above the lowest of the compared OMol25 structures with the same formula, charge and spin: 3.33 kcal per mole
- Net charge: 0
- Highest occupied orbital energy: -8.12 eV

***

Entry 3:
DFT (ωB97M-V/def2-TZVPD) results for a molecular structure, C29H28BrF3N3O4PbS4.

Cartesian coordinates (Å):
Pb  -0.8621  0.2543  0.0579
O  2.3421  2.2791  1.8340
C  1.5095  1.4641  1.5026
N  0.4742  1.7016  0.6559
C  0.2449  3.0501  0.1736
C  -1.2412  3.3232  0.0664
C  -1.7558  4.6050  -0.0563
C  -3.1063  4.7579  -0.2873
C  -3.9246  3.6340  -0.3838
C  -3.3549  2.3960  -0.2162
N  -2.0429  2.2586  0.0217
C  1.5108  0.0789  2.1017
C  2.4668  -0.3019  3.0252
C  2.3406  -1.5471  3.6188
C  1.2771  -2.3669  3.2708
C  0.3802  -1.9227  2.3208
N  0.5009  -0.7181  1.7586
H  0.7244  3.7526  0.8563
H  0.6921  3.2052  -0.8122
H  -1.0912  5.4557  -0.0007
H  -3.5277  5.7471  -0.4030
H  -4.9822  3.7209  -0.5828
H  -3.9396  1.4850  -0.2602
H  3.2593  0.3904  3.2694
H  3.0683  -1.8787  4.3469
H  1.1499  -3.3437  3.7134
H  -0.4593  -2.5295  2.0038
C  3.4274  -1.5620  -3.8061
C  1.9383  -1.8290  -3.6045
S  1.3625  -1.7956  -1.8872
C  1.2476  -3.5206  -1.3595
C  2.4449  -4.1316  -0.6209
S  3.2521  -3.0694  0.6044
C  4.8480  -2.6362  -0.1424
C  4.8352  -1.7119  -1.3520
S  4.5502  -2.6380  -2.8930
H  3.6649  -0.5218  -3.5847
H  3.6691  -1.7270  -4.8573
H  1.6447  -2.7823  -4.0444
H  1.3741  -1.0396  -4.1067
H  1.0310  -4.1247  -2.2425
H  0.3578  -3.5581  -0.7257
H  3.2033  -4.4351  -1.3374
H  2.1045  -5.0243  -0.0938
H  5.3993  -3.5543  -0.3514
H  5.3649  -2.1361  0.6796
H  5.8047  -1.2196  -1.4357
H  4.0649  -0.9517  -1.2391
Br  -2.7247  -0.1744  2.4361
C  -3.6809  -1.4775  1.4623
C  -4.6985  -2.0968  2.1275
C  -5.4993  -3.0429  1.4625
C  -5.2579  -3.3159  0.1525
C  -4.1977  -2.6893  -0.5458
C  -3.9926  -3.0138  -1.9079
C  -2.9760  -2.4622  -2.6142
C  -2.0912  -1.5566  -1.9895
C  -2.2788  -1.2121  -0.6805
C  -3.3456  -1.7496  0.1091
H  -4.8964  -1.8489  3.1604
H  -6.3034  -3.5310  1.9945
H  -5.8769  -4.0216  -0.3857
H  -4.6734  -3.7144  -2.3745
H  -2.8245  -2.7061  -3.6570
H  -1.2659  -1.1632  -2.5541
F  -2.5368  1.0973  -4.1843
C  -1.2563  1.2276  -4.5455
F  -1.1788  2.0234  -5.6005
F  -0.8014  0.0104  -4.8817
S  -0.2756  1.9268  -3.1625
O  -0.9709  3.1327  -2.8084
O  1.0745  2.0132  -3.6239
O  -0.4579  0.8294  -2.1599

Forces on atoms 1 to 2 (eV/Å):
Pb -0.43 -0.14 -0.80
O -0.02 0.02 -0.03

- E_LUMO: -3.420 eV
- Largest force on an atom: 0.92 eV/A
- DFT total energy: -169966.081 eV
- Gap between HOMO and LUMO: 7.15 eV
- Net charge: +1
- Highest occupied orbital energy: -10.57 eV